Density functional theory data (ωB97M-V/def2-TZVPD) for C5H7NO3 in the gas phase.

Cartesian coordinates (Å):
N1 -2.388 -0.463 0.798
C1 -1.490 0.169 1.553
O1 -1.735 1.341 1.868
C2 -0.021 -0.302 1.541
O2 0.699 0.508 2.427
C3 0.560 -0.308 0.191
C4 1.039 -0.323 -0.921
C5 1.615 -0.318 -2.274
O3 1.278 0.827 -3.024
H1 -2.492 -1.463 0.909
H2 -3.080 0.275 0.442
H3 -0.035 -1.344 1.909
H4 0.449 1.423 2.215
H5 1.230 -1.186 -2.827
H6 2.708 -0.441 -2.196
H7 1.662 1.605 -2.609

Output
- strongest force on any atom (eV Å⁻¹) = 3.766
- SMILES string = NC(=O)[C@H](O)C#CCO
- highest occupied orbital energy (eV) = -9.8


Density functional theory data (ωB97M-V/def2-TZVPD) for a molecular structure, C5H7NO3S.

Cartesian coordinates (Å):
C1 -1.339 -0.200 0.165
C2 -0.555 -1.308 0.007
C3 -2.740 -0.425 0.161
C4 0.744 0.850 0.395
C5 1.247 -0.450 -0.340
N1 -0.609 1.018 0.024
O1 -3.153 -1.563 0.241
O2 -3.662 0.592 0.149
O3 -0.870 -2.546 -0.262
S1 2.644 -1.278 0.402
H1 0.779 0.742 1.441
H2 1.278 1.657 0.023
H3 1.319 -0.357 -1.356
H4 -3.161 1.367 0.421
H5 -0.970 1.876 0.412
H6 -1.769 -2.754 -0.114
H7 2.970 -2.092 -0.650

Output
- strongest force on any atom (eV Å⁻¹) = 5.907
- highest occupied orbital energy (eV) = -8.1


Density functional theory data (ωB97M-V/def2-TZVPD) for a molecular structure, C5H7NO4.

Cartesian coordinates (Å):
O1 -1.945 -2.300 0.739
C1 -1.749 -1.261 0.153
C2 -0.375 -0.786 -0.167
N1 0.757 -1.693 0.006
C3 0.639 -0.587 0.919
C4 1.529 0.590 0.596
O2 1.237 0.985 -0.746
C5 -0.163 0.232 -1.261
O3 -0.347 0.009 -2.431
H1 -2.583 -0.671 -0.277
H2 0.422 -2.556 0.435
H3 0.333 -0.752 1.954
H4 1.277 1.426 1.262
H5 2.593 0.333 0.685
O4 -0.798 2.365 -1.016
H6 0.389 2.365 -0.697
H7 -1.216 2.301 -0.151

Output
- strongest force on any atom (eV Å⁻¹) = 4.727
- highest occupied orbital energy (eV) = -10.3


Density functional theory data (ωB97M-V/def2-TZVPD) for 2 unconnected molecules or ions with the total composition C5H7NO4.

Cartesian coordinates (Å):
N1 1.810 -1.685 -0.270
C1 1.343 -0.765 -0.796
C2 0.629 0.261 -1.556
O1 0.654 1.565 -1.037
C3 -0.593 0.919 -1.036
C4 -1.135 0.524 0.310
O2 -0.438 0.531 1.302
C5 -2.578 0.110 0.373
O3 -2.927 -0.401 1.618
H1 0.737 0.169 -2.641
H2 -1.321 1.272 -1.773
H3 -2.765 -0.631 -0.424
H4 -3.177 1.004 0.111
H5 -2.199 -0.233 2.232
O4 4.378 -0.843 1.189
H6 3.729 -0.141 1.351
H7 3.853 -1.656 1.048

Output
- strongest force on any atom (eV Å⁻¹) = 1.431
- SMILES string = N#C[C@@H]1O[C@@H]1C(=O)CO.O
- highest occupied orbital energy (eV) = -10.9


Density functional theory data (ωB97M-V/def2-TZVPD) for C5H7NOS in the gas phase.

Cartesian coordinates (Å):
C1 -2.494 0.076 1.539
C2 -2.547 0.261 -0.766
C3 -0.324 0.091 -0.010
C4 2.121 0.779 -0.091
C5 1.065 -0.247 -0.514
N1 -2.954 0.076 0.398
O1 -1.200 0.071 -1.053
S1 1.599 -1.825 0.289
H1 -2.274 -0.886 1.975
H2 -3.156 0.419 -1.587
H3 2.290 1.552 -0.852
H4 2.048 1.211 0.817
H5 3.088 0.343 -0.011
H6 1.205 -0.573 -1.594
H7 1.533 -1.348 1.460

Output
- strongest force on any atom (eV Å⁻¹) = 3.729
- highest occupied orbital energy (eV) = -8.1


Density functional theory data (ωB97M-V/def2-TZVPD) for C5H7NOS in the gas phase.

Cartesian coordinates (Å):
S1 -3.154 0.322 -0.245
C1 -1.587 -0.340 0.378
C2 -0.463 0.358 -0.437
C3 0.859 0.020 -0.153
C4 1.811 -0.621 -0.952
C5 3.007 -0.569 -0.097
N1 2.776 0.101 0.999
O1 1.358 0.351 1.047
H1 -2.902 0.061 -1.632
H2 -1.458 -0.130 1.548
H3 -1.582 -1.449 0.208
H4 -0.688 1.438 -0.239
H5 -0.560 0.240 -1.578
H6 1.494 -1.175 -1.948
H7 4.103 -0.744 -0.247

Output
- strongest force on any atom (eV Å⁻¹) = 4.578
- SMILES string = SCCc1ccno1
- highest occupied orbital energy (eV) = -9.3


Density functional theory data (ωB97M-V/def2-TZVPD) for C5H7NOS in the gas phase.

Cartesian coordinates (Å):
C1 -0.619 1.505 2.327
O1 0.103 0.774 1.334
C2 -0.601 0.277 0.287
C3 -2.011 0.474 0.329
N1 -3.167 0.610 0.216
C4 0.008 -0.428 -0.707
S1 1.691 -0.644 -0.709
C5 1.826 -1.626 -2.192
H1 0.127 1.837 3.065
H2 -1.345 0.814 2.794
H3 -1.169 2.360 1.936
H4 -0.579 -0.898 -1.493
H5 1.301 -2.575 -2.052
H6 1.437 -1.089 -3.058
H7 2.904 -1.815 -2.285

Output
- strongest force on any atom (eV Å⁻¹) = 2.758
- SMILES string = CO/C(C#N)=C\SC
- highest occupied orbital energy (eV) = -8.1


Density functional theory data (ωB97M-V/def2-TZVPD) for C5H7NOS in the gas phase.

Cartesian coordinates (Å):
C1 -0.395 1.236 -1.414
C2 0.127 0.158 -0.534
N1 1.132 -0.720 -0.949
C3 1.428 -1.613 0.031
S1 2.541 -2.832 0.035
O1 0.618 -1.291 1.065
C4 -0.174 -0.215 0.720
C5 -1.129 0.271 1.741
H1 -1.177 1.801 -0.905
H2 0.391 1.930 -1.692
H3 -0.811 0.825 -2.313
H4 1.620 -0.722 -1.846
H5 -1.726 1.096 1.348
H6 -0.595 0.612 2.674
H7 -1.849 -0.537 2.038

Output
- strongest force on any atom (eV Å⁻¹) = 1.129
- SMILES string = Cc1[nH]c(=S)oc1C
- highest occupied orbital energy (eV) = -7.9


Density functional theory data (ωB97M-V/def2-TZVPD) for C5H7NOS in the gas phase.

Cartesian coordinates (Å):
C1 -2.209 -0.193 0.585
S1 -1.359 -0.967 -0.847
C2 0.231 -0.014 -1.300
C3 0.030 1.481 -1.139
N1 0.351 2.586 -0.630
C4 1.223 -0.773 -0.458
C5 1.756 -0.126 0.773
O1 1.482 -1.875 -0.841
H1 -2.518 0.957 0.415
H2 -1.534 -0.397 1.626
H3 -3.234 -0.495 0.863
H4 0.180 -0.229 -2.502
H5 0.938 0.409 1.354
H6 2.423 0.616 0.603
H7 2.241 -0.979 1.497

Output
- strongest force on any atom (eV Å⁻¹) = 9.328
- SMILES string = CS[C@@H](C#N)C(C)=O
- highest occupied orbital energy (eV) = -9.4


Density functional theory data (ωB97M-V/def2-TZVPD) for C5H7NOS in the gas phase.

Cartesian coordinates (Å):
C1 1.352 0.051 -0.759
C2 -1.323 0.194 -0.026
C3 -0.248 -0.592 -2.533
C4 1.662 -1.246 -0.104
C5 -2.555 0.559 0.619
N1 0.704 -0.133 -1.988
O1 -0.996 -0.763 -3.411
S1 0.161 0.950 0.351
H1 2.306 0.553 -0.748
H2 2.646 -1.133 0.460
H3 0.729 -1.571 0.447
H4 1.874 -1.853 -1.001
H5 -2.532 -0.232 1.455
H6 -2.585 1.508 1.145
H7 -3.476 0.166 0.136

Output
- strongest force on any atom (eV Å⁻¹) = 2.758
- highest occupied orbital energy (eV) = -8.4


Density functional theory data (ωB97M-V/def2-TZVPD) for C5H7NS in the gas phase.

Cartesian coordinates (Å):
S1 0.787 -0.368 1.704
C1 0.355 0.652 0.391
C2 -1.051 0.820 -0.323
C3 -1.437 -0.574 -0.536
C4 -0.370 -1.228 -1.017
C5 0.693 -0.123 -0.978
N1 -0.062 1.082 -1.532
H1 0.936 0.716 2.715
H2 0.767 1.607 0.746
H3 -1.742 1.461 0.032
H4 -2.184 -1.092 -0.132
H5 -0.081 -2.275 -1.347
H6 1.664 -0.242 -1.338
H7 -0.670 0.864 -2.435

Output
- strongest force on any atom (eV Å⁻¹) = 5.332
- SMILES string = S[C@@H]1[C@@H]2C=C[C@H]1N2
- highest occupied orbital energy (eV) = -8.8


Density functional theory data (ωB97M-V/def2-TZVPD) for C5H7NS in the gas phase.

Cartesian coordinates (Å):
C1 -1.266 -1.858 -0.501
C2 -0.332 -1.635 0.498
C3 -1.817 -0.909 -1.455
C4 0.178 -0.381 0.869
C5 0.749 2.111 0.385
N1 -1.883 0.346 -1.519
S1 -0.695 1.067 0.612
H1 -1.395 -2.970 -0.717
H2 0.154 -2.661 0.749
H3 -2.062 -1.311 -2.451
H4 1.120 -0.094 1.255
H5 1.533 1.607 -0.035
H6 1.198 2.608 1.230
H7 0.599 3.065 -0.260

Output
- strongest force on any atom (eV Å⁻¹) = 4.010
- highest occupied orbital energy (alpha / beta) (eV) = -7.1 / -8.0


Density functional theory data (ωB97M-V/def2-TZVPD) for 2 unconnected molecules or ions with the total composition C5H7NS.

Cartesian coordinates (Å):
C1 -0.537 -1.153 -1.113
C2 0.014 0.188 -1.166
C3 0.822 0.737 -0.253
C4 1.527 0.732 1.073
S1 1.483 2.293 0.141
H1 -1.614 -0.964 -0.664
H2 0.096 -1.750 -0.565
H3 -0.616 -1.465 -2.123
H4 -0.165 0.835 -1.983
H5 0.988 0.885 1.949
H6 2.439 0.327 1.141
C5 -2.147 2.221 1.925
N1 -1.477 1.399 1.493
H7 -2.672 3.031 2.255

Output
- strongest force on any atom (eV Å⁻¹) = 3.963
- SMILES string = C/C=C1\CS1.C#N
- highest occupied orbital energy (eV) = -7.8


Density functional theory data (ωB97M-V/def2-TZVPD) for C5H7NS in the gas phase.

Cartesian coordinates (Å):
S1 -0.611 -0.659 2.099
N1 -0.679 -1.171 0.481
C1 -0.123 -0.303 -0.270
C2 0.438 1.066 0.119
C3 0.831 1.652 -1.173
C4 0.737 0.824 -2.225
C5 0.183 -0.507 -1.798
H1 -1.080 -1.851 2.693
H2 -0.367 1.651 0.413
H3 1.279 1.020 0.792
H4 1.227 2.675 -1.184
H5 0.894 1.072 -3.257
H6 0.857 -1.441 -1.975
H7 -0.687 -0.783 -2.361

Output
- strongest force on any atom (eV Å⁻¹) = 2.463
- SMILES string = SN=C1CC=CC1
- highest occupied orbital energy (eV) = -8.7


Density functional theory data (ωB97M-V/def2-TZVPD) for C5H7NS in the gas phase.

Cartesian coordinates (Å):
C1 -0.501 -1.559 0.261
C2 -1.338 -0.776 -0.417
C3 -1.542 0.621 -0.131
C4 -0.551 1.500 0.117
C5 0.855 1.226 0.000
N1 1.372 0.071 0.181
S1 2.976 -0.236 -0.123
H1 -0.057 -1.249 1.186
H2 -0.352 -2.589 -0.025
H3 -1.903 -1.174 -1.252
H4 -2.557 0.994 -0.211
H5 -0.790 2.541 0.281
H6 1.462 2.086 -0.294
H7 2.927 -1.457 0.427

Output
- strongest force on any atom (eV Å⁻¹) = 0.909
- SMILES string = C=C/C=C\C=N\S
- highest occupied orbital energy (eV) = -8.4


Density functional theory data (ωB97M-V/def2-TZVPD) for a molecular structure, C5H7NS2.

Cartesian coordinates (Å):
C1 -0.903 -1.631 -0.119
C2 -0.889 -0.073 -0.460
C3 1.182 1.115 0.908
C4 1.093 2.355 0.501
C5 0.531 -1.322 0.397
H1 -1.882 -1.272 -2.233
H2 -1.634 -2.048 0.614
H3 -1.257 0.134 -1.697
H4 -1.555 0.373 0.302
H5 1.790 0.913 2.016
H6 1.494 3.232 1.495
H7 0.611 2.936 -0.666
N1 0.553 0.074 -0.008
S1 -0.801 -2.352 -1.790
S2 1.667 -2.435 0.739

Output
- strongest force on any atom (eV Å⁻¹) = 6.098
- highest occupied orbital energy (eV) = -8.7


Asked for ΔE to the lowest compared entry with this formula, charge and spin across the records above, the calculation gives 345.30, 171.01, 334.22, 187.51, 649.71, 282.35, 189.29, 19.69, 354.09, 373.71, 397.74, 436.21, 287.90, 144.75, 225.82, 647.76 kJ/mol in order.
Asked for molar mass across the records above, the calculation gives 129.11, 161.18, 145.11, 145.11, 129.18, 129.18, 129.18, 129.18, 129.18, 129.18, 113.18, 113.18, 113.18, 113.18, 113.18, 145.25 Da in order.